No. 1
Density functional theory data (wB97M-V/def2-TZVPD) for an isolated ion of composition C6H13N4 and charge +1.

Geometry as XYZ:
```
23
Properties=species:S:1:pos:R:3:forces:R:3:lowdin_spin:R:1
C -1.439453 0.447914 0.161879 5.96 -4.32 0.66 0.11
C -0.627363 -1.134029 0.695607 -2.74 2.12 -2.04 0.10
C 0.969503 0.432818 0.021488 -0.26 1.32 0.20 0.02
C -0.738496 -2.111863 -0.472656 0.27 1.05 1.63 0.01
C 1.855700 0.038200 -1.127493 2.48 2.20 -1.53 0.01
C 1.626095 1.589455 0.766349 0.27 -0.34 0.76 0.01
N -3.802881 0.587039 0.476054 -0.91 -0.78 0.62 0.84
N -2.643184 0.564255 0.127159 -3.38 2.64 -1.54 0.52
N 0.555027 -0.533088 0.944506 3.15 -0.77 0.87 0.05
N -0.384912 1.012196 -0.388054 -1.17 -2.60 1.33 0.24
H -1.010570 -1.431362 1.606300 -1.33 -0.94 1.64 0.00
H -0.584217 -1.526050 -1.370808 0.15 -0.69 -0.46 0.00
H -1.623738 -2.738285 -0.462355 -0.21 0.32 -0.12 0.00
H 0.086486 -2.708045 -0.131753 0.72 -0.95 -1.01 0.00
H 1.545794 -0.623453 -1.888603 -0.94 -0.90 -0.51 0.00
H 2.894421 -0.266805 -0.875785 -0.96 -0.43 0.91 0.00
H 2.249504 0.969504 -1.695777 -1.39 -0.93 0.70 0.00
H 1.193553 2.540367 0.461018 0.10 0.06 0.37 0.00
H 2.633913 1.560945 0.452435 1.28 0.47 -0.03 0.00
H 1.640809 1.422082 1.871317 -0.32 0.49 -0.87 0.00
H -4.517060 0.195948 -0.120791 -0.64 0.18 -0.08 0.06
H 0.543502 -0.098445 1.846047 0.08 -0.23 0.52 0.00
H -0.422441 1.810692 -0.896093 -0.21 3.04 -2.01 0.01
```
Positions in Å, forces in eV/Å.

Its total charge is +1. The highest occupied orbital energy (alpha / beta) is -11.4673 / -13.5598 eV. Its expectation value of S² is 2.026. The spin multiplicity is 3. The calculation puts the relative energy (zero: lowest compared OMol25 entry of this formula, charge and spin) at 59.6 kcal/mol. Its HOMO-LUMO gap (alpha / beta) is 8.6 / 6.8 eV.

***

No. 2
Density functional theory data (wB97M-V/def2-TZVPD) for a 2-piece molecular cluster, C4H9NO2 overall.

Geometry as XYZ:
```
16
Properties=species:S:1:pos:R:3:forces:R:3:mulliken_charge:R:1
N -0.856169 0.143589 0.457976 -0.26 0.00 -0.09 -0.29
C -0.999745 1.168024 -0.464292 -0.10 0.12 -0.02 0.28
O -1.832742 2.047965 -0.417574 0.35 -0.30 0.06 -0.63
C 0.052274 0.937795 -1.544057 0.00 0.08 -0.10 -0.42
C 0.928821 -0.177572 -0.974117 0.06 -0.02 -0.05 -0.45
C -0.061877 -0.958865 -0.110621 -0.04 -0.06 -0.09 -0.48
O 0.611383 -0.938774 2.593543 -0.05 0.37 0.34 -0.63
H -1.663992 -0.029317 1.047820 0.17 -0.09 -0.19 0.23
H 0.259508 -0.111299 2.215722 0.17 -0.33 0.20 0.35
H -0.483278 0.591295 -2.437224 0.05 0.10 0.09 0.23
H 0.567904 1.865324 -1.799207 -0.08 -0.11 0.05 0.31
H 1.412423 -0.799778 -1.731017 -0.11 0.09 0.08 0.33
H 1.709457 0.238905 -0.325602 -0.13 -0.06 -0.12 0.23
H -0.697349 -1.617207 -0.716382 0.08 0.06 -0.04 0.29
H 0.425508 -1.551048 0.659770 -0.17 0.09 -0.17 0.35
H 0.627873 -0.809036 3.545263 0.04 0.05 0.05 0.30
```
Positions in Å, forces in eV/Å.

The highest occupied orbital energy is -9.6578 eV. The calculation puts the relative energy (zero: lowest compared OMol25 entry of this formula, charge and spin) at 11.6 kcal/mol. Its HOMO-LUMO gap is 10.4 eV.

***

No. 3
Density functional theory data (wB97M-V/def2-TZVPD) for C36H30BrFeN5S2Sb as an isolated structure.

Geometry as XYZ:
```
76
Properties=species:S:1:pos:R:3:forces:R:3:lowdin_spin:R:1
Fe -0.678202 -1.188642 0.172001 0.84 0.30 1.02 1.22
N -0.807621 -4.717434 2.552926 -0.02 -0.03 -0.02 0.00
C -1.066775 -3.693090 1.742339 0.33 -0.09 -0.01 0.00
S 0.171880 -3.260682 0.534455 -0.29 -0.22 -0.33 -0.03
N -2.157634 -3.014743 1.841683 -0.17 -0.06 0.14 -0.01
N -2.244312 -2.081010 0.845993 0.12 0.17 -0.09 -0.04
C -3.381565 -1.905992 0.268474 -0.21 -0.07 -0.02 -0.01
C -4.630923 -2.576432 0.667089 -0.04 0.02 -0.06 0.00
C -5.370280 -3.280834 -0.283738 0.03 0.02 0.00 0.00
C -6.545003 -3.915035 0.086635 -0.02 -0.01 0.01 0.00
C -6.996869 -3.826106 1.396049 0.00 0.00 -0.01 0.00
C -6.266075 -3.118533 2.341624 0.01 0.01 0.01 0.00
C -5.077667 -2.504985 1.984878 -0.01 0.02 0.03 0.00
C -3.300005 -1.008944 -0.892487 0.02 0.06 -0.04 0.00
C -4.393148 -0.531861 -1.589218 -0.03 -0.01 -0.02 0.00
C -4.179063 0.303785 -2.677599 -0.06 -0.01 0.01 0.01
C -2.884103 0.645045 -3.021478 0.04 0.04 -0.01 0.00
C -1.840372 0.153560 -2.256145 0.07 -0.02 -0.01 0.01
N -2.036618 -0.662380 -1.222263 -0.01 -0.15 -0.02 0.00
H 0.044918 -5.242479 2.482274 0.03 0.02 0.01 0.00
H -1.498109 -4.995930 3.231987 -0.01 0.00 -0.01 0.00
H -5.016935 -3.356470 -1.305320 0.00 0.00 0.00 0.00
H -7.107790 -4.477190 -0.646259 0.01 0.01 0.00 0.00
H -7.920015 -4.312279 1.681950 0.01 0.00 0.00 0.00
H -6.619966 -3.052097 3.361578 0.00 0.00 -0.01 0.00
H -4.493240 -1.975019 2.725747 -0.02 -0.01 -0.01 0.00
H -5.389366 -0.812110 -1.280422 -0.01 0.00 0.01 0.00
H -5.018383 0.687251 -3.242398 0.00 -0.01 0.01 0.00
H -2.676607 1.295804 -3.859053 0.01 -0.01 0.01 0.00
H -0.814256 0.417884 -2.464585 0.01 -0.01 -0.02 0.00
S 0.831464 -1.428707 1.918006 0.06 0.34 -0.28 -0.12
Sb 2.325151 1.228411 0.130007 -0.14 0.01 -0.18 0.00
C 1.857137 0.169079 -1.630564 0.06 0.04 -0.01 0.00
C 1.539162 0.786553 -2.839929 -0.05 0.01 0.02 0.00
C 1.269546 0.010803 -3.958664 -0.02 -0.03 -0.01 0.00
C 1.273381 -1.377424 -3.868079 0.00 0.02 -0.01 0.00
C 1.585829 -1.995918 -2.666721 0.02 0.02 0.01 0.00
C 1.904856 -1.223271 -1.552385 0.06 -0.07 -0.02 0.00
C 2.985813 3.194202 -0.210764 -0.08 0.00 0.02 0.00
C 3.058680 3.817263 -1.451129 0.00 -0.03 -0.01 0.00
C 3.510716 5.128280 -1.533775 0.02 0.02 0.00 0.00
C 3.887255 5.811883 -0.387373 -0.01 -0.03 0.01 0.00
C 3.829007 5.183945 0.851356 0.01 0.02 -0.01 0.00
C 3.383534 3.874925 0.942611 0.00 0.03 -0.02 0.00
C 4.131824 0.386868 0.862286 -0.09 0.02 0.04 0.00
C 4.296493 -0.808334 1.546112 -0.03 0.07 0.06 0.00
C 5.578433 -1.254008 1.827509 0.03 -0.02 0.01 0.00
C 6.686480 -0.518837 1.427165 -0.04 0.00 0.01 0.00
C 6.512784 0.667809 0.734399 0.02 -0.02 -0.01 0.00
C 5.235011 1.126810 0.445432 0.05 0.10 -0.10 0.00
H 1.484828 1.864393 -2.922159 0.02 -0.03 0.00 0.00
H 1.050310 0.491727 -4.903528 0.00 -0.01 0.01 0.00
H 1.057682 -1.975680 -4.743449 -0.01 0.01 0.01 0.00
H 1.621734 -3.075583 -2.599982 0.01 0.00 -0.01 0.00
H 2.268729 -1.702632 -0.648707 -0.09 -0.03 -0.02 0.00
H 2.801194 3.297339 -2.363321 -0.01 0.01 0.03 0.00
H 3.577022 5.610208 -2.500088 0.00 0.00 0.01 0.00
H 4.238421 6.832523 -0.458622 0.00 -0.01 0.00 0.00
H 4.139942 5.708539 1.745013 0.00 0.00 -0.01 0.00
H 3.364691 3.385016 1.912093 0.00 0.02 0.00 0.00
H 3.452963 -1.383652 1.878800 -0.22 -0.10 0.07 0.00
H 5.707841 -2.180740 2.370541 0.00 0.01 0.00 0.00
H 7.682833 -0.870586 1.658273 0.00 0.00 0.00 0.00
H 7.367621 1.249209 0.416462 0.00 -0.01 0.00 0.00
H 5.126854 2.057270 -0.098769 0.04 -0.09 0.06 0.00
Br 1.237460 0.533160 3.245284 0.13 -0.49 0.37 -0.02
C 0.317316 1.677889 0.814845 -0.22 0.02 -0.22 0.00
C 0.099027 2.978076 1.237374 -0.07 0.10 -0.08 0.00
C -1.148058 3.345643 1.718602 0.11 0.06 -0.02 0.00
C -2.156730 2.402877 1.749693 -0.06 -0.08 0.03 0.00
C -1.886107 1.140699 1.263854 0.02 0.14 0.02 0.00
N -0.685214 0.779319 0.786832 -0.17 -0.08 -0.34 -0.01
H 0.903524 3.697977 1.217272 -0.02 0.01 -0.01 0.00
H -1.317850 4.353159 2.074449 0.00 0.00 -0.01 0.00
H -3.140739 2.631223 2.133523 0.01 0.00 0.00 0.00
H -2.653749 0.379245 1.253502 0.01 0.07 0.04 0.00
```
Positions in Å, forces in eV/Å.

Its total charge is +2. The highest occupied orbital energy (alpha / beta) is -13.6024 / -13.5784 eV. Its expectation value of S² is 0.849. The spin multiplicity is 2. The calculation puts the relative energy (zero: lowest compared OMol25 entry of this formula, charge and spin) at 52.1 kcal/mol. Its HOMO-LUMO gap (alpha / beta) is 7.0 / 7.3 eV.

***

No. 4
Density functional theory data (wB97M-V/def2-TZVPD) for C8H14N2PPtS as an isolated structure.

Geometry as XYZ:
```
27
Properties=species:S:1:pos:R:3:forces:R:3:lowdin_spin:R:1
C 0.323397 -0.320540 -3.442954 -0.08 1.90 0.51 0.06
C -0.680542 -1.186536 -3.880344 0.10 0.80 -1.00 0.01
C -0.299785 -2.496730 -3.597823 0.49 -0.71 0.65 0.05
C 0.894536 -2.458262 -2.847609 -0.33 1.21 -0.15 0.01
C 1.290420 -1.088030 -2.731802 0.04 -0.35 -0.23 0.06
Pt 0.754363 0.957677 -0.965840 0.15 -0.40 -1.36 0.60
P -0.209799 2.779060 -0.437679 -0.14 1.14 0.33 0.13
H 0.307814 0.822876 -3.515902 0.08 -1.79 -0.17 0.01
H -1.473740 -0.867426 -4.537068 -0.34 -0.09 0.05 0.00
H -0.820680 -3.400772 -3.915955 0.06 0.24 0.20 0.00
H 2.220870 -0.714249 -2.307824 0.00 -0.17 -0.23 0.01
H 1.396428 -3.263006 -2.369379 0.31 -0.65 0.14 0.00
H -1.375993 2.721214 0.463862 1.02 0.36 -0.59 0.02
H -0.808404 3.484270 -1.581854 0.29 0.11 1.05 0.05
H 0.736350 3.745933 0.170204 -1.45 -0.21 -0.38 0.02
S 0.451975 -0.931670 0.156594 -0.61 -1.12 1.91 0.24
C 0.026559 -0.385178 1.778301 1.49 -1.86 -3.06 0.39
N 0.959381 -0.130353 2.703623 0.73 0.36 0.97 0.11
C 0.410688 0.442639 3.900521 -0.03 1.05 -0.79 0.02
C -1.114391 0.431385 3.601422 0.36 -0.46 0.91 0.03
N -1.171338 -0.163950 2.307656 -2.93 0.44 -0.19 0.12
H 1.919021 -0.264558 2.504258 0.60 0.16 -0.10 0.01
H 0.773810 1.473314 4.037576 -0.14 -0.23 0.21 0.01
H 0.677645 -0.146246 4.744196 0.07 -0.47 1.08 0.01
H -1.528547 1.424766 3.637574 -0.19 0.47 0.07 0.01
H -1.631352 -0.192176 4.347244 -0.06 0.13 0.01 0.01
H -2.028676 -0.273458 1.779012 0.49 0.16 0.16 0.01
```
Positions in Å, forces in eV/Å.

Its total charge is -1. The highest occupied orbital energy (alpha / beta) is -0.1385 / -3.0117 eV. Its expectation value of S² is 2.013. The spin multiplicity is 3. Its HOMO-LUMO gap (alpha / beta) is 3.0 / 5.4 eV.

***

Electronic energy (computed, Ha): -454.98746; -363.06699; -6537.40906; -1281.44557